C55H49N6O4PdS3 | ωB97M-V with the def2-TZVPD basis set

```
! RIJCOSX wB97M-V def2-TZVPD def2/J DEFGRID3
* xyz 3 1
Pd 0.014 -0.042 -0.103
N 1.056 -1.565 0.809
S 1.211 -3.042 0.672
N 0.172 -3.815 -0.346
S 0.337 -4.095 -1.874
N 0.470 -2.861 -2.831
S -0.474 -1.527 -2.893
N -0.015 -0.342 -2.105
C -0.570 -1.110 -4.638
C -0.240 -2.013 -5.631
C -0.419 -1.643 -6.955
C -0.930 -0.393 -7.266
C -1.247 0.507 -6.260
C -1.064 0.151 -4.935
C -2.104 -2.163 -2.425
C -2.880 -2.770 -3.393
C -4.077 -3.359 -3.021
C -4.474 -3.345 -1.694
C -3.686 -2.726 -0.735
C -2.490 -2.127 -1.097
C -1.065 -5.132 -2.283
C -1.961 -5.549 -1.315
C -3.009 -6.377 -1.684
C -3.148 -6.777 -3.005
C -2.232 -6.365 -3.963
C -1.183 -5.537 -3.603
C 1.789 -5.062 -2.282
C 1.947 -6.307 -1.693
C 3.074 -7.050 -2.006
C 4.014 -6.542 -2.891
C 3.830 -5.305 -3.490
C 2.707 -4.555 -3.185
C 2.859 -3.423 0.055
C 3.440 -2.496 -0.793
C 4.693 -2.765 -1.315
C 5.346 -3.943 -0.984
C 4.744 -4.864 -0.139
C 3.488 -4.607 0.386
C 0.972 -3.853 2.260
C 2.031 -3.794 3.154
C 1.868 -4.320 4.424
C 0.652 -4.872 4.796
C -0.404 -4.905 3.899
C -0.252 -4.388 2.621
H 0.161 -2.977 -5.362
H -0.160 -2.340 -7.737
H -1.076 -0.114 -8.297
H -1.639 1.481 -6.504
H -1.285 0.836 -4.132
H -2.556 -2.779 -4.422
H -4.690 -3.822 -3.776
H -5.410 -3.801 -1.410
H -3.997 -2.698 0.297
H -1.856 -1.638 -0.349
H -1.832 -5.223 -0.297
H -3.704 -6.718 -0.932
H -3.971 -7.414 -3.291
H -2.323 -6.698 -4.985
H -0.459 -5.205 -4.330
H 1.209 -6.681 -1.000
H 3.216 -8.022 -1.561
H 4.900 -7.113 -3.116
H 4.553 -4.921 -4.193
H 2.532 -3.584 -3.621
H 2.903 -1.587 -1.025
H 5.161 -2.058 -1.982
H 6.331 -4.143 -1.374
H 5.245 -5.784 0.118
H 3.008 -5.309 1.048
H 2.963 -3.338 2.856
H 2.692 -4.291 5.119
H 0.524 -5.257 5.795
H -1.350 -5.329 4.199
H -1.067 -4.389 1.914
O -0.976 2.226 -0.295
C -1.937 2.821 0.518
C -2.234 1.344 1.935
O -2.831 1.834 2.805
O -1.715 0.401 1.427
C -3.292 2.748 -0.009
C -4.355 3.424 0.619
C -5.585 3.499 0.001
C -5.792 2.890 -1.231
C -4.764 2.165 -1.830
C -3.536 2.061 -1.212
C -1.464 4.092 1.128
C -0.768 4.937 0.245
C -0.370 6.197 0.638
C -0.611 6.632 1.934
C -1.247 5.783 2.830
C -1.676 4.526 2.437
H -0.132 2.695 -0.162
H -4.200 3.898 1.575
H -6.389 4.045 0.471
H -6.751 2.981 -1.718
H -4.925 1.691 -2.787
H -2.736 1.494 -1.670
H -0.622 4.629 -0.782
H 0.111 6.847 -0.076
H -0.333 7.630 2.232
H -1.411 6.112 3.844
H -2.164 3.885 3.156
N 1.750 1.709 0.389
C 2.778 2.242 0.318
N 3.906 2.846 0.186
C 4.190 4.153 0.749
C 5.466 4.052 1.611
O 6.525 3.513 0.867
C 6.244 2.226 0.394
C 5.014 2.249 -0.537
H 3.352 4.507 1.348
H 4.371 4.856 -0.072
H 5.255 3.429 2.493
H 5.777 5.048 1.932
H 6.045 1.539 1.231
H 7.125 1.889 -0.156
H 4.757 1.241 -0.860
H 5.240 2.867 -1.412
*
```

Computed properties:
Relative energy (zero: lowest compared OMol25 entry of this formula, charge and spin) (kJ/mol): 363.47

C9H19OPS2 | ωB97M-V with the def2-TZVPD basis set

```
! RIJCOSX wB97M-V def2-TZVPD def2/J DEFGRID3
* xyz 0 3
C 3.181 0.450 0.976
C 3.325 -0.079 -0.385
C 2.004 1.022 1.288
C 4.349 0.356 2.037
C -3.320 0.681 2.377
C -3.220 0.474 -2.642
C 4.212 -1.606 -2.345
C -2.993 -0.526 1.499
C -3.727 0.203 -1.275
O -1.522 -1.455 -0.624
P -2.378 -0.377 -0.145
S 4.660 -1.211 -0.671
S 2.433 0.509 -1.524
H 1.807 1.446 2.225
H -1.581 0.781 -0.336
H 1.130 1.135 0.614
H 4.929 -0.416 1.597
H 4.617 1.398 2.266
H 3.881 -0.141 2.894
H -2.433 0.664 3.109
H -3.446 1.549 1.826
H -4.324 0.468 2.834
H -2.441 1.194 -2.587
H -2.668 -0.469 -2.917
H -3.929 0.915 -3.477
H 3.318 -2.241 -2.366
H 5.193 -1.940 -2.710
H 3.907 -0.527 -2.639
H -3.919 -1.249 1.268
H -2.270 -1.182 2.027
H -4.349 -0.758 -1.308
H -4.425 0.931 -0.887
*
```

Computed properties:
⟨S²⟩: 2.02

C4H5Br2Cl3O | ωB97M-V with the def2-TZVPD basis set

```
! RIJCOSX wB97M-V def2-TZVPD def2/J DEFGRID3
* xyz 0 1
C 2.016 0.717 -0.083
C 0.542 0.400 -0.544
C 0.010 -0.655 0.428
C -2.085 -0.889 -0.143
O -0.298 1.561 -0.491
Cl -0.175 -0.212 2.161
Cl -3.101 0.343 0.600
Cl -2.001 -0.660 -1.838
Br 0.774 -2.327 0.219
Br -2.530 -2.627 0.583
H 2.123 1.268 0.854
H 2.515 -0.300 0.124
H 2.411 1.447 -0.694
H 0.379 0.110 -1.590
H -0.578 1.823 0.414
*
```

Computed properties:
Relative energy (zero: lowest compared OMol25 entry of this formula, charge and spin) (kJ/mol): 63.95

C35H80F9N4O9 | ωB97M-V with the def2-TZVPD basis set

```
! RIJCOSX wB97M-V def2-TZVPD def2/J DEFGRID3
* xyz 1 1
C 3.200 -1.257 -0.622
C 3.704 -0.095 -1.456
C 2.795 0.293 -2.652
C 1.944 -0.827 -3.198
C 1.172 -0.476 -4.464
C 0.218 0.735 -4.388
C -1.224 0.293 -4.164
C -1.544 0.068 -2.690
C -2.092 1.331 -1.987
N -1.192 1.809 -0.914
C -1.406 1.140 0.380
C -0.648 -0.183 0.494
C -0.287 -0.478 1.926
F -1.269 -0.124 2.807
F 0.812 0.278 2.255
C 0.104 -1.944 2.195
F 0.976 -2.336 1.217
F 0.747 -2.001 3.396
C -1.119 -2.925 2.258
F -1.383 -3.199 3.558
F -2.218 -2.351 1.710
C -0.898 -4.287 1.552
F 0.125 -4.967 2.157
F -2.063 -4.994 1.679
F -0.643 -4.129 0.231
C -1.235 3.181 -0.720
N -2.429 3.856 -1.026
N -0.219 3.821 -0.220
C -0.346 5.266 0.063
O 0.580 5.599 1.035
C 1.024 6.955 0.914
C 1.063 3.186 0.066
C 2.210 3.758 -0.785
O 1.614 4.487 -1.848
C 3.288 4.537 -0.006
N 4.560 3.831 0.168
H 3.359 -2.193 -1.140
H 3.730 -1.336 0.315
H 2.138 -1.163 -0.422
H 3.762 0.767 -0.804
H 4.693 -0.303 -1.840
H 2.191 1.150 -2.364
H 3.434 0.630 -3.462
H 2.613 -1.645 -3.450
H 1.265 -1.217 -2.448
H 1.881 -0.332 -5.272
H 0.581 -1.345 -4.726
H 0.512 1.422 -3.605
H 0.279 1.269 -5.329
H -1.903 1.036 -4.572
H -1.418 -0.627 -4.699
H -2.318 -0.686 -2.651
H -0.672 -0.308 -2.176
H -2.243 2.103 -2.722
H -3.052 1.078 -1.550
H -2.461 0.936 0.537
H -1.111 1.810 1.176
H -1.220 -0.992 0.063
H 0.289 -0.091 -0.037
H -2.929 4.083 -0.173
H -2.278 4.687 -1.581
H -0.142 5.795 -0.862
H -1.345 5.467 0.430
H 0.181 7.620 0.782
H 1.715 7.036 0.085
H 1.544 7.197 1.825
H 0.988 2.125 -0.099
H 1.304 3.333 1.109
H 2.731 2.904 -1.199
H 2.313 4.798 -2.418
H 3.522 5.448 -0.544
H 2.939 4.789 0.984
H 4.867 3.508 -0.739
H 4.445 3.023 0.763
C -0.779 3.814 4.659
C -2.192 3.288 4.495
O -2.390 2.726 3.188
H -0.561 4.570 3.902
H -0.638 4.258 5.644
H -0.051 3.006 4.542
H -2.918 4.092 4.594
H -2.411 2.532 5.251
H -1.770 1.998 3.105
C -1.973 -5.352 -3.708
C -1.250 -4.313 -2.872
O -1.933 -3.059 -2.876
H -2.072 -5.011 -4.738
H -1.437 -6.302 -3.704
H -2.980 -5.523 -3.321
H -0.252 -4.130 -3.271
H -1.156 -4.651 -1.841
H -2.805 -3.195 -2.489
C -1.998 -1.693 6.823
C -3.320 -0.959 6.701
O -3.184 0.272 5.988
H -1.262 -1.066 7.326
H -2.114 -2.619 7.388
H -1.602 -1.942 5.836
H -3.703 -0.696 7.684
H -4.066 -1.589 6.205
H -2.867 0.063 5.106
C 7.270 -3.006 1.854
C 5.975 -3.567 1.298
O 5.692 -3.073 -0.012
H 7.231 -1.917 1.882
H 7.457 -3.375 2.863
H 8.116 -3.290 1.224
H 5.131 -3.269 1.919
H 6.010 -4.661 1.278
H 6.416 -3.337 -0.585
C 5.575 2.965 -4.656
C 6.375 4.145 -4.137
O 6.489 4.136 -2.713
H 4.575 2.960 -4.218
H 5.479 3.000 -5.741
H 6.057 2.022 -4.386
H 5.884 5.082 -4.393
H 7.373 4.155 -4.584
H 6.944 3.328 -2.462
C -5.901 -2.140 -0.043
C -4.585 -2.322 -0.769
O -4.762 -2.687 -2.142
H -6.490 -3.056 -0.089
H -5.735 -1.885 1.004
H -6.494 -1.346 -0.504
H -4.008 -3.128 -0.315
H -3.984 -1.403 -0.716
H -5.256 -1.985 -2.574
C -5.399 -5.308 2.220
C -6.736 -5.932 1.868
O -7.230 -5.440 0.623
H -5.493 -4.222 2.273
H -5.023 -5.674 3.176
H -4.656 -5.538 1.452
H -7.486 -5.686 2.617
H -6.650 -7.022 1.822
H -6.586 -5.669 -0.052
*
```

C2H2 | ωB97M-V with the def2-TZVPD basis set

```
! RIJCOSX wB97M-V def2-TZVPD def2/J DEFGRID3
* xyz 0 1
C -0.287 -0.006 -0.558
C 0.028 0.054 0.607
H -0.135 -0.016 -1.691
H 0.394 -0.031 1.642
*
```

Computed properties:
SMILES string: C#C
Relative energy (zero: lowest compared OMol25 entry of this formula, charge and spin) (kJ/mol): 26.06

C11H20N2O3 | ωB97M-V with the def2-TZVPD basis set

```
! RIJCOSX wB97M-V def2-TZVPD def2/J DEFGRID3
* xyz 0 1
C -1.192 2.138 0.736
C -0.814 0.758 0.438
C -2.636 2.307 1.063
C -3.215 2.732 -0.408
C -2.305 3.925 -0.718
C 0.673 -0.809 -0.822
C -0.424 -1.840 -1.226
C 1.583 -1.156 0.246
C 2.528 -2.284 -0.095
C 3.763 -2.299 0.817
C 1.740 -3.614 -0.164
H -0.239 3.718 -0.181
H -0.569 2.531 1.604
H -2.852 3.093 1.727
H -2.923 1.377 1.523
H -3.057 1.898 -0.999
H -4.337 3.056 -0.137
H -2.305 4.376 -1.715
H -2.701 4.674 0.101
H 0.318 1.309 -1.138
H 1.292 -0.605 -1.755
H 1.146 -1.695 1.181
H 2.075 -0.337 0.684
H 3.036 -2.006 -1.066
H 4.317 -3.342 0.617
H 3.652 -2.064 1.938
H 4.478 -1.413 0.563
H 0.934 -3.591 -0.984
H 2.372 -4.454 -0.394
H 1.366 -3.920 0.835
H -1.582 -1.415 0.373
N -0.996 3.093 -0.363
N 0.051 0.470 -0.598
O -1.334 -0.230 1.134
O -0.285 -2.336 -2.352
O -1.558 -2.042 -0.467
*
```

Computed properties:
SMILES string: CC(C)C[C@H](NC(=O)[C@@H]1CCCN1)C(=O)O
Relative energy (zero: lowest compared OMol25 entry of this formula, charge and spin) (kJ/mol): 322.87

C3H5BrO2S | ωB97M-V with the def2-TZVPD basis set

```
! RIJCOSX wB97M-V def2-TZVPD def2/J DEFGRID3
* xyz 0 1
C -1.392 0.378 1.671
C -1.024 1.307 0.616
C -1.585 0.269 0.096
O 1.247 0.208 -1.299
O 3.129 -1.053 -0.338
S 2.597 -0.576 -1.548
Br 1.643 -2.347 -2.491
H -0.664 -0.370 2.051
H -2.318 0.460 2.237
H -0.523 2.121 0.335
H 0.593 -0.027 -0.612
H -1.703 -0.370 -0.717
*
```

Computed properties:
Relative energy (zero: lowest compared OMol25 entry of this formula, charge and spin) (kJ/mol): 212.65

C3H8AlClFSn | ωB97M-V with the def2-TZVPD basis set

```
! RIJCOSX wB97M-V def2-TZVPD def2/J DEFGRID3
* xyz 1 1
C -1.036 -0.732 1.588
C -0.126 -1.275 0.487
C 0.819 -0.261 -0.146
Cl 1.804 0.640 1.063
Al -0.250 1.108 -1.085
F -1.027 2.258 -0.219
H -2.037 -1.138 1.502
H -0.651 -0.981 2.570
H -1.118 0.353 1.549
H 0.505 -2.066 0.887
H -0.720 -1.704 -0.320
H 1.546 -0.791 -0.755
H 1.055 2.063 -1.801
H -1.101 0.589 -2.327
Sn 2.337 1.938 -2.993
*
```

CH6N3O2 | ωB97M-V with the def2-TZVPD basis set

```
! RIJCOSX wB97M-V def2-TZVPD def2/J DEFGRID3
* xyz 1 1
C -0.651 -0.024 -0.112
N -1.925 -0.378 0.052
N -0.275 1.218 -0.038
N 0.266 -0.950 -0.326
O 2.330 0.292 0.349
O 1.785 -0.288 -0.782
H -2.382 0.419 0.476
H -2.292 -1.243 -0.257
H -0.887 1.800 0.521
H 0.708 1.588 -0.266
H 0.514 -1.937 -0.472
H 2.809 -0.497 0.854
*
```

Computed properties:
Relative energy (zero: lowest compared OMol25 entry of this formula, charge and spin) (kJ/mol): 206.16

C39H59BN6O6PdS2Se | ωB97M-V with the def2-TZVPD basis set

```
! RIJCOSX wB97M-V def2-TZVPD def2/J DEFGRID3
* xyz -1 2
Pd 0.364 0.217 0.381
O 1.429 0.338 -1.615
N 1.462 1.617 -1.580
O 1.718 2.247 -2.590
O 1.286 2.153 -0.466
C 4.917 2.001 -2.979
C 6.079 1.054 -2.716
C 5.905 0.237 -1.434
C 4.823 -0.861 -1.542
N 3.824 -0.752 -0.507
C 3.782 -1.171 0.764
S 2.470 -0.677 1.718
N 4.656 -2.028 1.377
C 6.089 -2.144 1.212
C 6.913 -0.980 1.786
C 6.683 -0.715 3.279
C 5.607 0.337 3.532
H 5.112 2.601 -3.864
H 4.774 2.678 -2.141
H 3.982 1.472 -3.136
H 6.998 1.641 -2.628
H 6.206 0.380 -3.566
H 5.618 0.920 -0.632
H 6.867 -0.210 -1.169
H 5.268 -1.861 -1.544
H 4.288 -0.743 -2.484
H 2.947 -0.314 -0.809
H 4.361 -2.163 2.337
H 6.326 -2.266 0.156
H 6.381 -3.066 1.725
H 6.681 -0.072 1.232
H 7.966 -1.221 1.614
H 7.619 -0.366 3.723
H 6.415 -1.647 3.782
H 5.887 1.280 3.066
H 5.491 0.511 4.600
H 4.639 0.042 3.135
C -6.496 1.376 -1.235
C -5.836 1.421 -2.609
C -4.309 1.483 -2.551
C -3.643 0.161 -2.168
N -3.812 -0.165 -0.784
C -3.399 0.665 0.249
Se -1.728 1.756 -0.037
N -3.527 -0.085 1.408
C -3.191 0.386 2.718
C -4.403 0.862 3.523
C -5.114 2.052 2.880
C -4.226 3.285 2.765
C -4.102 -1.285 1.120
C -4.516 -2.326 1.937
C -5.147 -3.409 1.330
C -5.343 -3.455 -0.039
C -4.907 -2.427 -0.873
C -4.281 -1.340 -0.280
H -7.574 1.493 -1.329
H -6.119 2.185 -0.615
H -6.295 0.435 -0.730
H -6.192 2.308 -3.137
H -6.142 0.547 -3.190
H -3.994 2.238 -1.830
H -3.926 1.772 -3.531
H -2.567 0.239 -2.372
H -4.045 -0.659 -2.765
H -2.488 1.209 2.591
H -2.685 -0.422 3.257
H -4.054 1.138 4.522
H -5.114 0.038 3.625
H -5.998 2.292 3.481
H -5.454 1.765 1.884
H -3.784 3.531 3.728
H -4.811 4.139 2.430
H -3.431 3.118 2.040
H -4.366 -2.298 3.005
H -5.492 -4.230 1.944
H -5.851 -4.302 -0.476
H -5.058 -2.483 -1.939
O -0.282 1.009 2.294
N -0.058 0.628 3.545
C 0.174 -0.679 3.878
C 0.400 -1.031 5.172
C 0.337 -0.071 6.202
C 0.048 1.256 5.835
C -0.142 1.583 4.529
H 0.183 -1.372 3.046
H 0.624 -2.061 5.407
H 0.494 -0.350 7.232
H -0.018 2.029 6.587
H -0.352 2.576 4.166
S -0.942 -1.652 -0.418
C 5.559 -6.748 0.142
C 4.201 -7.175 0.717
C 4.175 -6.944 2.235
C 4.027 -8.683 0.493
C 3.116 -6.349 0.034
C 2.396 -6.841 -1.049
C 1.378 -6.126 -1.671
C 1.078 -4.879 -1.167
O 0.098 -4.009 -1.506
B 0.217 -2.936 -0.608
O 1.323 -3.140 0.229
C 1.824 -4.352 -0.106
C 2.845 -5.056 0.495
H 6.375 -7.284 0.627
H 5.707 -5.679 0.280
H 5.588 -6.965 -0.924
H 4.855 -7.635 2.730
H 3.172 -7.111 2.622
H 4.478 -5.936 2.501
H 4.776 -9.224 1.071
H 4.162 -8.953 -0.550
H 3.040 -9.006 0.819
H 2.616 -7.823 -1.436
H 0.839 -6.545 -2.505
H 3.380 -4.605 1.312
*
```

Computed properties:
⟨S²⟩: 0.83

Number 1: DFT total energy -4075.95331 Ha. Number 2: DFT total energy -1567.10305 Ha. Number 3: DFT total energy -6759.16277 Ha. Number 4: DFT total energy -3176.24592 Ha. Number 5: DFT total energy -77.31340 Ha. Number 6: DFT total energy -766.30246 Ha. Number 7: DFT total energy -3239.85725 Ha. Number 8: DFT total energy -1135.58122 Ha. Number 9: DFT total energy -356.02115 Ha. Number 10: DFT total energy -5652.03607 Ha.